{"formula": "C18H41BrNO6P", "method": "ωB97M-V/def2-TZVPD", "molar_mass_g_mol": 478.4, "lumo_energy_ha": 0.0048, "total_charge": 0, "e_homo_ev": -9.010, "smiles": "C[C@@H](O)CNCCOOC(=O)OP(O)Br.CCCCCC.CCCCCC", "largest_force_ev_per_a": 5.4, "elements": ["C", "C", "O", "C", "N", "C", "C", "O", "O", "C", "O", "O", "P", "O", "Br", "H", "H", "H", "H", "H", "H", "H", "H", "H", "H", "H", "H", "H", "C", "C", "C", "C", "C", "C", "H", "H", "H", "H", "H", "H", "H", "H", "H", "H", "H", "H", "H", "H", "C", "C", "C", "C", "C", "C", "H", "H", "H", "H", "H", "H", "H", "H", "H", "H", "H", "H", "H", "H"], "xyz": [[1.324, 2.006, 2.409], [0.412, 1.142, 1.401], [-0.818, 0.698, 2.071], [0.151, 1.812, -0.032], [-0.169, 3.265, -0.011], [-1.579, 3.553, 0.367], [-1.778, 4.189, 1.830], [-2.414, 3.233, 2.759], [-3.526, 3.789, 3.308], [-4.626, 2.876, 3.267], [-5.749, 3.132, 3.770], [-4.480, 1.591, 2.639], [-5.902, 1.428, 1.656], [-5.765, 2.715, 0.509], [-5.835, -0.494, 0.449], [1.390, 1.469, 3.430], [2.380, 2.066, 1.947], [0.860, 3.056, 2.540], [0.997, 0.162, 1.195], [-0.871, 1.146, 2.952], [-0.778, 1.287, -0.478], [1.021, 1.529, -0.725], [0.511, 3.822, 0.520], [-2.288, 2.661, 0.252], [-1.962, 4.346, -0.386], [-0.833, 4.621, 2.301], [-2.510, 5.076, 1.707], [-4.955, 2.514, -0.030], [-3.218, -2.776, -0.525], [-3.728, -2.716, -1.958], [-5.020, -3.508, -2.171], [-4.908, -5.015, -1.920], [-3.854, -5.736, -2.763], [-4.132, -5.666, -4.259], [-2.972, -3.800, -0.227], [-2.310, -2.177, -0.420], [-3.964, -2.386, 0.171], [-2.947, -3.064, -2.641], [-3.916, -1.668, -2.216], [-5.375, -3.332, -3.192], [-5.796, -3.105, -1.510], [-5.886, -5.470, -2.109], [-4.693, -5.194, -0.861], [-3.831, -6.789, -2.462], [-2.857, -5.336, -2.555], [-5.104, -6.107, -4.495], [-3.367, -6.218, -4.811], [-4.123, -4.636, -4.624], [4.061, 0.606, -0.002], [5.121, 1.235, 0.892], [6.226, 1.944, 0.107], [7.056, 1.039, -0.809], [7.752, -0.129, -0.107], [8.769, 0.316, 0.935], [4.487, -0.168, -0.647], [3.284, 0.135, 0.607], [3.585, 1.359, -0.635], [5.546, 0.472, 1.551], [4.633, 1.968, 1.545], [6.887, 2.455, 0.814], [5.775, 2.734, -0.506], [7.812, 1.654, -1.309], [6.419, 0.641, -1.606], [8.268, -0.730, -0.863], [7.015, -0.791, 0.358], [9.544, 0.939, 0.480], [9.254, -0.554, 1.385], [8.299, 0.885, 1.741]], "nbo_charge": [-0.669, 0.086, -0.737, -0.247, -0.649, -0.250, -0.122, -0.264, -0.226, 0.960, -0.558, -0.795, 1.309, -0.972, -0.257, 0.229, 0.227, 0.198, 0.169, 0.475, 0.212, 0.209, 0.365, 0.218, 0.198, 0.192, 0.215, 0.485, -0.612, -0.401, -0.396, -0.398, -0.398, -0.609, 0.199, 0.210, 0.206, 0.194, 0.200, 0.199, 0.197, 0.200, 0.201, 0.201, 0.194, 0.201, 0.208, 0.200, -0.615, -0.398, -0.397, -0.397, -0.399, -0.610, 0.207, 0.206, 0.200, 0.197, 0.196, 0.201, 0.200, 0.202, 0.200, 0.203, 0.193, 0.202, 0.210, 0.200]}

{"formula": "C30H53BrCl24F9OS", "method": "ωB97M-V/def2-TZVPD", "molar_mass_g_mol": 1563.6, "lumo_energy_ha": -0.1764, "total_charge": 1, "e_homo_ev": -11.839, "largest_force_ev_per_a": 2.1, "elements": ["C", "C", "O", "S", "Br", "C", "F", "F", "C", "F", "F", "C", "F", "F", "C", "F", "F", "F", "H", "H", "H", "H", "H", "Cl", "C", "C", "Cl", "H", "H", "H", "H", "Cl", "C", "C", "Cl", "H", "H", "H", "H", "Cl", "C", "C", "Cl", "H", "H", "H", "H", "Cl", "C", "C", "Cl", "H", "H", "H", "H", "Cl", "C", "C", "Cl", "H", "H", "H", "H", "Cl", "C", "C", "Cl", "H", "H", "H", "H", "Cl", "C", "C", "Cl", "H", "H", "H", "H", "Cl", "C", "C", "Cl", "H", "H", "H", "H", "Cl", "C", "C", "Cl", "H", "H", "H", "H", "Cl", "C", "C", "Cl", "H", "H", "H", "H", "Cl", "C", "C", "Cl", "H", "H", "H", "H", "Cl", "C", "C", "Cl", "H", "H", "H", "H"], "xyz": [[3.766, -1.825, 0.191], [2.715, -0.774, 0.610], [1.342, -1.301, 0.385], [0.797, -0.792, -1.031], [-0.046, 1.181, -0.640], [-0.514, -2.046, -1.441], [-0.291, -2.392, -2.692], [-0.272, -3.120, -0.721], [-1.993, -1.606, -1.309], [-2.713, -2.622, -1.813], [-2.284, -0.585, -2.085], [-2.514, -1.406, 0.147], [-1.563, -1.112, 1.023], [-3.359, -0.375, 0.121], [-3.331, -2.602, 0.728], [-2.680, -3.738, 0.674], [-3.469, -2.343, 2.024], [-4.533, -2.692, 0.257], [4.083, -1.662, -0.845], [3.357, -2.829, 0.356], [4.653, -1.721, 0.828], [2.819, 0.123, -0.022], [2.768, -0.523, 1.671], [-4.964, 3.905, -1.392], [-5.908, 2.501, -1.954], [-5.078, 1.556, -2.784], [-4.621, 2.258, -4.356], [-6.766, 2.873, -2.507], [-6.271, 1.988, -1.064], [-5.651, 0.653, -2.995], [-4.166, 1.270, -2.267], [3.099, 2.698, -0.506], [3.471, 2.801, -2.246], [2.601, 1.872, -3.049], [2.970, 0.153, -2.729], [4.529, 2.585, -2.375], [3.293, 3.829, -2.558], [2.765, 2.046, -4.113], [1.545, 2.027, -2.834], [-1.724, 4.022, 0.505], [-1.030, 4.502, 2.080], [0.275, 5.217, 1.897], [1.476, 4.043, 1.299], [-0.909, 3.608, 2.688], [-1.759, 5.146, 2.569], [0.637, 5.613, 2.845], [0.202, 6.046, 1.197], [4.543, 2.599, -5.512], [5.375, 4.156, -5.784], [6.802, 4.127, -5.300], [6.905, 4.034, -3.522], [4.800, 4.936, -5.289], [5.351, 4.344, -6.856], [7.310, 5.042, -5.599], [7.347, 3.282, -5.713], [-0.511, 2.411, 5.940], [-2.137, 2.651, 6.633], [-3.052, 3.381, 5.683], [-2.565, 5.080, 5.455], [-2.028, 3.185, 7.574], [-2.540, 1.662, 6.847], [-4.066, 3.394, 6.081], [-3.075, 2.902, 4.706], [3.222, 7.549, 1.531], [4.276, 7.717, 2.958], [4.218, 6.503, 3.851], [2.638, 6.336, 4.663], [3.983, 8.619, 3.488], [5.291, 7.853, 2.587], [4.969, 6.587, 4.636], [4.408, 5.588, 3.294], [5.660, -1.498, -1.949], [5.990, -3.051, -2.758], [4.721, -3.740, -3.189], [3.755, -4.315, -1.802], [6.571, -3.669, -2.078], [6.604, -2.832, -3.630], [4.963, -4.615, -3.792], [4.090, -3.083, -3.783], [4.314, -7.088, -5.568], [2.727, -6.537, -4.970], [1.956, -5.773, -6.018], [2.701, -4.193, -6.392], [2.897, -5.934, -4.079], [2.172, -7.428, -4.680], [0.949, -5.571, -5.656], [1.878, -6.332, -6.947], [-1.091, 7.374, -1.888], [-2.732, 7.606, -1.229], [-3.640, 8.321, -2.198], [-3.167, 10.022, -2.429], [-2.644, 8.148, -0.290], [-3.129, 6.614, -1.015], [-4.659, 8.324, -1.812], [-3.644, 7.837, -3.171], [-0.701, -7.913, -3.422], [-1.317, -6.693, -2.280], [-0.464, -5.448, -2.270], [1.147, -5.738, -1.564], [-1.369, -7.149, -1.294], [-2.329, -6.445, -2.597], [-0.942, -4.677, -1.664], [-0.324, -5.053, -3.275], [-5.408, -7.814, 2.991], [-4.845, -6.131, 2.862], [-3.405, -5.979, 3.285], [-3.185, -6.233, 5.035], [-5.505, -5.508, 3.462], [-4.954, -5.839, 1.818], [-3.061, -4.968, 3.069], [-2.757, -6.678, 2.760], [-4.157, -3.315, 9.919], [-3.619, -4.683, 8.911], [-4.772, -5.537, 8.446], [-5.528, -6.435, 9.785], [-2.900, -5.262, 9.485], [-3.107, -4.258, 8.048], [-4.416, -6.278, 7.730], [-5.543, -4.941, 7.964]], "mulliken_charge": [-0.343, 0.103, -0.206, 0.499, 0.159, 0.681, -0.258, -0.318, 0.334, -0.276, -0.209, 0.746, -0.296, -0.286, 0.535, -0.205, -0.288, -0.240, -0.646, 0.328, 0.494, -0.179, 0.402, -0.099, -0.583, -0.040, -0.185, 0.368, 0.319, 0.331, -0.101, -0.113, -0.324, -0.640, 0.137, 0.191, 0.386, 0.323, 0.231, -0.132, -0.450, -0.173, -0.122, 0.236, 0.284, 0.094, 0.268, -0.145, -0.491, -0.411, -0.169, 0.292, 0.362, 0.317, 0.309, -0.168, -0.422, -0.422, -0.181, 0.323, 0.290, 0.353, 0.246, -0.143, -0.473, -0.433, -0.188, 0.314, 0.304, 0.354, 0.273, -0.091, -0.523, -0.304, -0.144, 0.352, 0.405, 0.337, 0.118, -0.188, 0.231, -0.346, -0.178, -0.297, 0.234, 0.178, 0.384, -0.183, -0.099, -0.473, -0.184, 0.318, -0.036, 0.321, 0.329, -0.182, -0.533, 0.724, -0.151, 0.331, 0.352, -0.622, 0.103, -0.179, -0.391, -0.176, -0.163, 0.379, 0.189, -0.052, 0.388, -0.193, -0.381, -0.254, -0.183, 0.360, 0.240, 0.073, 0.331]}

{"formula": "C4H7NO", "method": "ωB97M-V/def2-TZVPD", "molar_mass_g_mol": 85.1, "lumo_energy_ha": 0.0294, "e_above_lowest_kcal_mol": 104.6, "total_charge": 0, "e_homo_ev": -8.668, "largest_force_ev_per_a": 0.4, "elements": ["O", "C", "C", "N", "C", "C", "H", "H", "H", "H", "H", "H", "H"], "xyz": [[-1.598, -2.090, 0.613], [-1.047, -0.901, 0.685], [-0.160, 1.777, -0.040], [0.447, 0.618, -0.698], [1.266, -0.241, 0.094], [-0.077, -0.708, -0.404], [-1.278, -2.628, -0.146], [-1.242, 1.669, 0.021], [0.212, 1.921, 0.980], [0.077, 2.667, -0.626], [1.337, -0.043, 1.164], [2.158, -0.657, -0.368], [-0.096, -1.384, -1.273]], "nbo_charge": [-0.633, 0.256, -0.422, -0.375, -0.203, -0.268, 0.449, 0.212, 0.189, 0.201, 0.205, 0.208, 0.181]}

{"formula": "C29H42F3O18SV", "method": "ωB97M-V/def2-TZVPD", "molar_mass_g_mol": 818.6, "lumo_energy_ha": [-0.1986, -0.1812], "multiplicity": 2, "s2": 0.78, "total_charge": 1, "e_homo_ev": [-11.871, -11.871], "largest_force_ev_per_a": 2.7, "elements": ["O", "V", "C", "F", "F", "F", "S", "O", "O", "O", "O", "C", "O", "C", "C", "C", "H", "H", "H", "H", "H", "H", "O", "C", "O", "C", "C", "C", "H", "H", "H", "H", "H", "H", "O", "C", "O", "C", "C", "C", "H", "H", "H", "H", "H", "H", "O", "C", "O", "C", "C", "C", "H", "H", "H", "H", "H", "H", "O", "C", "O", "C", "C", "C", "H", "H", "H", "H", "H", "H", "O", "C", "O", "C", "C", "C", "H", "H", "H", "H", "H", "H", "O", "C", "O", "C", "C", "C", "H", "H", "H", "H", "H", "H"], "xyz": [[1.471, 2.741, -4.697], [1.306, 1.672, -3.566], [-0.669, -1.079, -0.461], [-0.206, -2.097, -1.188], [-1.819, -0.657, -0.975], [-0.892, -1.485, 0.787], [0.571, 0.308, -0.410], [1.845, -0.287, -0.085], [0.532, 0.843, -1.781], [0.010, 1.254, 0.520], [-0.752, 2.560, -3.270], [-1.564, 3.194, -2.625], [-2.613, 3.744, -3.212], [-3.239, 4.709, -2.316], [-2.925, 4.163, -0.931], [-1.562, 3.504, -1.146], [-4.304, 4.667, -2.526], [-2.848, 5.689, -2.584], [-3.653, 3.393, -0.683], [-2.863, 4.887, -0.124], [-1.450, 2.585, -0.579], [-0.736, 4.200, -0.985], [-6.283, 1.486, 3.372], [-5.132, 1.584, 3.067], [-4.733, 1.989, 1.845], [-3.312, 1.886, 1.678], [-2.823, 1.052, 2.864], [-3.945, 1.121, 3.903], [-2.909, 2.896, 1.643], [-3.083, 1.382, 0.738], [-1.902, 1.461, 3.273], [-2.642, 0.024, 2.553], [-3.733, 1.835, 4.697], [-4.205, 0.145, 4.299], [-0.615, -8.107, -3.312], [-1.259, -7.264, -2.768], [-2.566, -7.043, -3.042], [-3.067, -5.939, -2.288], [-1.843, -5.121, -1.870], [-0.760, -6.201, -1.800], [-3.614, -6.309, -1.415], [-3.811, -5.436, -2.901], [-1.929, -4.537, -0.956], [-1.609, -4.423, -2.679], [-0.705, -6.631, -0.799], [0.225, -5.897, -2.146], [-2.204, 4.988, 2.150], [-1.460, 4.621, 3.020], [-1.252, 5.299, 4.160], [-0.386, 4.549, 5.050], [0.431, 3.656, 4.104], [-0.574, 3.397, 2.997], [-1.034, 3.968, 5.707], [0.200, 5.253, 5.632], [0.701, 2.734, 4.622], [1.351, 4.150, 3.791], [-1.274, 2.617, 3.352], [-0.130, 3.066, 2.065], [1.903, -7.330, 2.143], [1.820, -6.222, 1.698], [0.630, -5.730, 1.295], [0.725, -4.343, 0.901], [2.133, -3.861, 1.317], [2.887, -5.169, 1.656], [-0.193, -3.873, 1.243], [0.672, -4.264, -0.190], [2.094, -3.200, 2.178], [2.624, -3.445, 0.442], [3.417, -5.087, 2.599], [3.552, -5.466, 0.844], [1.747, 3.234, -2.074], [2.389, 3.731, -1.165], [2.543, 5.038, -1.111], [3.189, 5.392, 0.135], [4.051, 4.176, 0.464], [3.178, 3.039, -0.076], [2.366, 5.539, 0.840], [3.710, 6.339, 0.040], [4.227, 4.123, 1.537], [5.024, 4.196, -0.025], [2.492, 2.714, 0.710], [3.663, 2.173, -0.521], [2.150, -0.351, -3.625], [2.465, -1.506, -3.356], [2.017, -2.503, -4.064], [2.679, -3.745, -3.699], [3.872, -3.304, -2.847], [3.396, -1.974, -2.257], [3.007, -4.234, -4.609], [1.972, -4.358, -3.144], [4.750, -3.161, -3.474], [4.119, -4.023, -2.068], [4.188, -1.238, -2.153], [2.788, -2.064, -1.357]], "mulliken_spin": [-0.270, 1.253, -0.003, -0.001, 0.000, 0.000, 0.012, 0.000, -0.042, 0.000, 0.012, 0.004, 0.002, 0.000, 0.001, -0.002, 0.000, 0.000, 0.000, 0.000, 0.002, 0.000, 0.000, 0.000, 0.000, 0.000, 0.000, 0.000, 0.000, 0.000, 0.000, 0.000, 0.000, 0.000, 0.000, 0.000, 0.000, 0.000, 0.000, 0.000, 0.000, 0.000, 0.000, 0.000, 0.000, 0.000, 0.000, 0.000, 0.000, 0.000, 0.000, 0.000, 0.000, 0.000, 0.000, 0.000, 0.000, 0.000, 0.000, 0.000, 0.000, 0.000, 0.000, 0.000, 0.000, 0.000, 0.000, 0.000, 0.000, 0.000, 0.009, 0.004, 0.002, 0.000, 0.001, 0.000, 0.000, 0.000, 0.000, 0.000, 0.000, -0.001, 0.013, 0.003, 0.001, 0.000, 0.000, 0.002, 0.000, 0.000, 0.000, 0.000, 0.000, 0.000]}